Entry from the Open Molecules 2025 dataset: a 15-piece molecular cluster, C20H70N12O15 overall in a non-equilibrium geometry (the ωB97M-V functional and the def2-TZVPD basis).

```
! RIJCOSX wB97M-V def2-TZVPD def2/J DEFGRID3
* xyz 0 1
C 2.311 3.626 7.729
C 1.572 2.382 8.058
O 0.232 2.729 8.170
H 3.401 3.586 8.002
H 1.963 4.375 8.409
H 2.140 3.954 6.737
H 1.838 1.903 8.992
H 1.618 1.676 7.145
H 0.110 3.089 9.034
C 4.415 2.835 10.596
C 5.099 1.894 11.576
O 6.474 1.871 11.291
H 4.646 2.577 9.580
H 4.776 3.862 10.746
H 3.351 2.751 10.785
H 4.635 0.917 11.451
H 5.028 2.142 12.594
H 6.907 1.436 12.079
C 4.218 -0.173 8.088
C 3.168 -1.043 8.619
O 3.810 -2.067 9.439
H 4.356 0.737 8.687
H 3.800 0.142 7.087
H 5.129 -0.655 7.945
H 2.609 -1.544 7.822
H 2.501 -0.571 9.310
H 3.108 -2.715 9.714
C 5.731 0.076 14.652
C 6.614 -1.026 14.976
O 6.681 -1.058 16.354
H 6.039 1.071 14.968
H 4.724 -0.165 15.049
H 5.758 0.167 13.635
H 7.612 -0.829 14.584
H 6.095 -1.887 14.662
H 7.019 -1.866 16.648
C 7.136 2.146 7.894
C 6.170 2.242 6.777
O 6.372 1.287 5.776
H 7.124 1.077 8.234
H 6.664 2.720 8.719
H 8.145 2.544 7.772
H 6.066 3.284 6.293
H 5.195 2.165 7.124
H 6.314 1.755 4.941
C 1.663 1.275 12.562
O 1.277 0.536 11.504
N 1.192 2.433 12.936
N 2.631 0.941 13.355
H 0.385 2.715 12.266
H 1.500 3.075 13.653
H 3.227 0.195 13.051
H 2.963 1.640 14.087
C 7.179 5.312 11.475
O 7.065 6.705 11.211
N 7.513 4.887 12.637
N 7.176 4.427 10.538
H 7.118 5.493 13.477
H 7.415 3.832 12.819
H 6.838 4.906 9.685
H 6.857 3.479 10.800
C 6.982 -1.311 11.226
O 7.793 -0.571 11.998
N 6.849 -2.589 11.389
N 6.178 -0.819 10.307
H 7.681 -2.770 11.932
H 6.497 -3.267 10.721
H 6.218 0.201 10.273
H 5.346 -1.404 10.008
C 3.708 -2.555 12.826
O 3.757 -1.211 12.772
N 2.612 -3.224 12.987
N 4.678 -3.398 12.699
H 1.745 -2.678 12.977
H 2.646 -4.249 13.152
H 5.648 -3.062 12.455
H 4.468 -4.380 12.562
C 10.870 2.993 10.371
O 11.318 4.204 10.823
N 11.610 1.939 10.134
N 9.625 2.710 10.100
H 12.587 2.021 9.860
H 11.358 1.016 10.247
H 8.809 3.363 10.174
H 9.394 1.770 9.936
C 3.695 3.745 14.543
O 4.582 4.323 13.624
N 2.489 4.190 14.721
N 3.788 2.682 15.187
H 2.297 5.121 14.363
H 1.788 3.915 15.432
H 4.747 2.384 15.245
H 3.146 2.492 15.969
C 6.562 5.604 7.466
O 5.437 4.993 8.103
H 7.444 4.978 7.597
H 6.620 6.695 7.623
H 6.399 5.503 6.424
H 4.701 5.610 8.217
C 3.143 6.246 11.966
O 3.836 7.365 12.381
H 2.352 6.703 11.537
H 2.567 5.647 12.670
H 3.650 5.580 11.262
H 3.176 7.973 12.756
C 0.219 4.579 10.900
O -0.585 3.466 10.975
H -0.116 4.992 9.949
H 1.229 4.440 10.961
H -0.054 5.334 11.604
H -1.374 3.675 10.414
C 9.171 1.590 13.773
O 7.911 2.388 13.672
H 9.511 1.128 12.869
H 9.017 0.821 14.492
H 10.092 2.092 14.043
H 7.691 2.500 14.593
*
```

Computed properties:
Energy relative to the best compared isomer or geometry (same formula, charge and spin) = 4.378 eV
Frontier orbital gap = 7.3194 eV

---

Entry from the Open Molecules 2025 dataset: C19H34N4O5PPtS2 as an isolated structure in a non-equilibrium geometry (the ωB97M-V functional and the def2-TZVPD basis).

```
! RIJCOSX wB97M-V def2-TZVPD def2/J DEFGRID3
* xyz 1 1
Pt -0.919 1.223 0.234
O -3.065 2.927 0.436
C -4.298 2.357 0.838
C -4.876 1.362 -0.171
C -3.876 0.270 -0.587
C -3.382 -0.506 0.598
C -4.080 -1.609 1.077
C -3.644 -2.256 2.219
C -2.517 -1.773 2.872
C -1.855 -0.689 2.326
N -2.263 -0.089 1.207
H -3.191 3.316 -0.440
H -5.034 3.155 1.012
H -4.090 1.870 1.791
H -5.188 1.898 -1.071
H -5.763 0.910 0.275
H -3.028 0.735 -1.103
H -4.370 -0.405 -1.285
H -4.952 -1.956 0.544
H -4.173 -3.116 2.599
H -2.151 -2.237 3.775
H -0.959 -0.290 2.790
N 0.199 5.209 0.600
C 0.275 5.226 -0.760
C 0.101 3.935 -1.167
N -0.081 3.153 -0.069
C -0.018 3.937 0.982
H 0.266 6.014 1.202
H 0.442 6.127 -1.311
H 0.111 3.515 -2.151
H -0.097 3.604 1.999
N 4.592 1.042 -0.073
C 3.808 1.088 1.156
C 2.327 1.225 0.797
O 1.447 1.302 1.621
O 2.090 1.243 -0.496
H 5.401 0.437 0.019
H 4.942 1.960 -0.332
H 2.947 1.121 -0.970
H 4.077 1.901 1.840
H 3.920 0.154 1.712
C 1.806 -2.722 -3.784
C 2.289 -1.661 -2.808
C 3.782 -1.764 -2.525
O 1.651 -1.813 -1.536
P 0.103 -1.553 -1.229
S -1.177 -2.941 -1.856
S -0.399 0.266 -1.983
O 0.158 -1.461 0.365
C 0.686 -2.460 1.272
C 1.975 -1.915 1.869
C 0.893 -3.833 0.657
H 2.360 -2.653 -4.716
H 0.747 -2.590 -3.997
H 1.951 -3.716 -3.368
H 2.041 -0.662 -3.189
H 4.000 -2.735 -2.088
H 4.083 -0.989 -1.824
H 4.347 -1.657 -3.446
H -0.074 -2.540 2.059
H 2.741 -1.857 1.099
H 2.315 -2.568 2.669
H 1.790 -0.923 2.273
H 1.602 -3.785 -0.165
H -0.042 -4.258 0.298
H 1.298 -4.494 1.420
*
```

Computed properties:
Energy relative to the best compared isomer or geometry (same formula, charge and spin) = 3.102 eV
Frontier orbital gap (alpha / beta) = 5.9913 / 5.6940 eV

---

Entry from the Open Molecules 2025 dataset: one molecule with the formula C6H8 (the ωB97M-V functional and the def2-TZVPD basis).

```
! RIJCOSX wB97M-V def2-TZVPD def2/J DEFGRID3
* xyz 0 1
C 0.891 2.420 2.019
C 0.834 1.316 1.543
C 0.773 0.001 0.900
C -0.598 -0.514 0.614
C -0.589 -1.339 -0.614
C -0.939 -0.246 -1.666
H 0.929 3.398 2.444
H 1.500 -0.058 0.069
H 1.091 -0.779 1.623
H -1.771 0.377 -1.325
H -1.381 -2.095 -0.619
H 0.373 -1.800 -0.897
H -0.082 0.405 -1.861
H -1.230 -0.727 -2.603
*
```

Computed properties:
Energy relative to the best compared isomer or geometry (same formula, charge and spin) = 4.625 eV
Frontier orbital gap = 8.7168 eV

---

Entry from the Open Molecules 2025 dataset: C19H49BrMnN3O7 as an isolated structure in a non-equilibrium geometry (the ωB97M-V functional and the def2-TZVPD basis).

```
! RIJCOSX wB97M-V def2-TZVPD def2/J DEFGRID3
* xyz 1 6
Mn -14.041 -0.368 -36.436
Br -16.169 1.021 -36.613
C -20.372 1.080 -42.272
O -20.635 1.303 -40.862
C -19.485 0.937 -40.158
C -19.648 1.064 -38.624
N -20.679 0.149 -38.179
C -21.086 0.437 -36.812
C -20.071 -0.231 -35.800
O -20.219 0.176 -34.484
C -19.149 -0.237 -33.704
H -20.056 0.087 -42.592
H -19.556 1.749 -42.545
H -21.300 1.322 -42.790
H -18.699 1.603 -40.514
H -19.272 -0.120 -40.319
H -19.951 2.091 -38.423
H -18.696 0.902 -38.118
H -21.478 0.342 -38.765
H -22.152 0.244 -36.694
H -21.076 1.509 -36.616
H -19.044 -0.122 -36.147
H -20.306 -1.289 -35.917
H -18.327 0.479 -33.729
H -18.788 -1.219 -34.010
H -19.391 -0.282 -32.643
C -13.185 1.851 -34.332
O -12.761 1.203 -35.561
C -11.823 1.961 -36.421
C -11.507 0.962 -37.488
N -12.704 0.437 -38.206
C -13.321 1.482 -39.097
C -14.412 0.768 -39.983
O -14.849 1.462 -41.192
C -15.409 2.767 -41.032
H -13.688 2.800 -34.515
H -12.373 2.074 -33.639
H -13.844 1.257 -33.700
H -10.883 2.209 -35.929
H -12.269 2.875 -36.812
H -11.068 0.047 -37.092
H -10.730 1.277 -38.184
H -12.480 -0.399 -38.726
H -12.481 1.840 -39.693
H -13.684 2.254 -38.419
H -15.290 0.515 -39.389
H -13.967 -0.139 -40.392
H -16.288 2.839 -40.390
H -15.504 3.218 -42.020
H -14.643 3.461 -40.686
C -15.845 -2.069 -40.978
O -16.123 -2.225 -39.613
C -17.500 -2.061 -39.202
C -17.817 -2.388 -37.733
N -17.302 -3.736 -37.419
C -18.205 -4.727 -37.983
C -19.360 -4.930 -36.996
O -18.894 -5.241 -35.728
C -19.843 -5.285 -34.657
H -15.946 -1.076 -41.418
H -16.465 -2.720 -41.595
H -14.812 -2.366 -41.157
H -18.118 -2.784 -39.736
H -17.797 -1.023 -39.355
H -18.835 -2.226 -37.381
H -17.279 -1.666 -37.120
H -17.545 -3.868 -36.447
H -17.722 -5.703 -37.918
H -18.532 -4.669 -39.021
H -19.983 -5.746 -37.364
H -20.002 -4.049 -37.018
H -19.328 -5.185 -33.702
H -20.506 -6.150 -34.665
H -20.466 -4.390 -34.651
C -15.223 5.209 -37.243
O -14.421 4.127 -36.788
H -14.606 6.091 -37.417
H -15.637 4.893 -38.201
H -16.033 5.430 -36.548
H -14.999 3.390 -36.578
*
```

Computed properties:
Energy relative to the best compared isomer or geometry (same formula, charge and spin) = 4.084 eV
Frontier orbital gap (alpha / beta) = 5.9452 / 5.8564 eV

---

Entry from the Open Molecules 2025 dataset: an isolated ion of composition C4H9NO and charge +1 in a non-equilibrium geometry (the ωB97M-V functional and the def2-TZVPD basis).

```
! RIJCOSX wB97M-V def2-TZVPD def2/J DEFGRID3
* xyz 1 2
C -1.099 -1.662 0.778
C -1.149 -0.169 0.331
N -0.107 0.136 -0.743
C 1.136 0.528 -0.308
C 1.501 1.975 -0.700
O 2.585 2.482 -0.735
H -0.101 -2.118 0.844
H -1.683 -1.750 1.765
H -1.563 -2.235 0.073
H -2.163 -0.080 -0.192
H -1.126 0.688 1.023
H -0.137 -0.720 -1.314
H 1.985 -0.218 -0.595
H 1.327 0.574 0.764
H 0.594 2.569 -0.991
*
```

Computed properties:
Energy relative to the best compared isomer or geometry (same formula, charge and spin) = 2.259 eV
Frontier orbital gap (alpha / beta) = 11.4995 / 6.1028 eV

---

Entry from the Open Molecules 2025 dataset: a 2-piece molecular cluster, C19H14F3N2O3S overall in a non-equilibrium geometry (the ωB97M-V functional and the def2-TZVPD basis).

```
! RIJCOSX wB97M-V def2-TZVPD def2/J DEFGRID3
* xyz -1 1
C 0.329 -0.896 -5.371
O 1.535 -1.069 -4.674
C 1.402 -1.285 -3.305
C 2.570 -1.524 -2.572
C 2.526 -1.743 -1.221
C 1.309 -1.755 -0.537
C 1.267 -2.029 0.899
C 0.400 -2.883 1.485
C 0.452 -3.092 2.864
N 0.527 -3.281 4.009
C -0.483 -3.638 0.708
N -1.175 -4.250 0.003
C 0.142 -1.524 -1.270
C 0.183 -1.285 -2.617
H 0.567 -0.778 -6.428
H -0.305 -1.772 -5.243
H -0.180 0.000 -5.016
H 3.506 -1.556 -3.101
H 3.431 -1.940 -0.674
H 1.992 -1.540 1.531
H -0.801 -1.542 -0.752
H -0.731 -1.109 -3.154
F -2.510 -0.909 4.955
C -2.612 -0.431 3.711
F -2.432 -1.378 2.786
F -3.763 0.221 3.514
S -1.261 0.804 3.493
C -1.663 1.260 1.801
C -0.924 2.238 1.191
C -1.177 2.640 -0.150
C -0.432 3.629 -0.730
C 0.580 4.258 -0.022
C 0.856 3.890 1.283
C 0.127 2.905 1.884
O -1.429 2.108 4.234
O 0.156 0.310 3.352
H -2.483 0.774 1.316
H -1.960 2.153 -0.705
H -0.642 3.938 -1.740
H 1.154 5.044 -0.484
H 1.628 4.402 1.835
H 0.323 2.636 2.911
*
```

Computed properties:
Energy relative to the best compared isomer or geometry (same formula, charge and spin) = 1.574 eV
Frontier orbital gap = 4.1659 eV

---

Entry from the Open Molecules 2025 dataset: C11H10FeN2O4 as an isolated structure in a non-equilibrium geometry (the ωB97M-V functional and the def2-TZVPD basis).

```
! RIJCOSX wB97M-V def2-TZVPD def2/J DEFGRID3
* xyz 3 6
Fe 0.245 -0.518 0.070
O -1.278 -2.941 -0.399
C -0.241 -2.332 -0.253
C 2.165 -0.766 0.071
O 2.938 0.143 0.091
C 0.802 -1.042 -1.627
O 1.278 -1.427 -2.624
C 0.796 -1.311 1.617
O 1.113 -2.047 2.454
C 1.081 -3.213 -0.262
H 0.919 -4.000 0.531
H 1.025 -3.812 -1.222
C 2.367 -2.379 -0.102
H 2.986 -2.475 -0.976
H 2.938 -2.713 0.737
N 0.297 2.292 -1.311
C -0.716 2.232 -0.425
C -1.530 3.379 -0.253
C -2.583 3.343 0.651
C -2.814 2.164 1.372
C -1.975 1.066 1.142
N -0.913 1.061 0.255
H 0.926 1.521 -1.486
H 0.449 3.138 -1.826
H -1.295 4.267 -0.843
H -3.221 4.192 0.810
H -3.633 2.053 2.104
H -2.128 0.125 1.703
*
```

Computed properties:
Energy relative to the best compared isomer or geometry (same formula, charge and spin) = 0.196 eV
Frontier orbital gap (alpha / beta) = 7.4259 / 6.6319 eV

---

Entry from the Open Molecules 2025 dataset: a 2-piece molecular cluster, C6H12INO2S overall in a non-equilibrium geometry (the ωB97M-V functional and the def2-TZVPD basis).

```
! RIJCOSX wB97M-V def2-TZVPD def2/J DEFGRID3
* xyz 0 1
C -1.468 -3.663 -1.358
C -1.965 -0.120 1.405
C -1.559 -2.394 -1.646
C 1.917 1.181 1.636
C 1.361 2.695 -0.395
C 1.549 1.215 0.144
N -1.072 0.695 0.960
O -0.324 0.344 -1.446
O 0.425 -1.219 0.176
S 0.137 0.147 -0.118
I -3.467 -1.355 -1.821
H -0.590 -4.218 -1.514
H -2.326 -4.287 -1.192
H -2.652 0.252 2.036
H -1.873 -1.140 0.964
H -0.879 -1.641 -1.965
H 2.104 2.069 2.065
H 1.245 0.593 2.227
H 2.888 0.642 1.891
H 1.175 2.735 -1.527
H 2.403 3.208 -0.114
H 0.618 3.276 0.136
H 2.354 0.985 -0.545
*
```

Computed properties:
SMILES string = C=NS(=O)(=O)C(C)C.C=CI
Energy relative to the best compared isomer or geometry (same formula, charge and spin) = 2.246 eV
Frontier orbital gap = 9.2406 eV